Version 1
Entry from the OMol25 dataset: an isolated molecule of C4H3FO2S (ωB97M-V/def2-TZVPD).

Output
SMILES: O=C(O)/C(C=S)=C\F
frontier orbital gap: 8.178 eV
HOMO level: -0.32911 Ha

```
11
Properties=species:S:1:pos:R:3:mulliken_charge:R:1
C 0.091 1.197 0.115 0.39
C -0.069 -0.294 0.082 0.81
C 0.953 -1.142 0.123 -0.30
C -1.402 -0.876 0.047 -0.43
H 1.018 2.558 -0.647 0.34
H 0.798 -2.221 0.174 0.34
H -1.342 -1.947 0.114 0.24
O 0.952 1.614 -0.813 -0.44
O -0.461 1.940 0.890 -0.50
F 2.219 -0.793 0.093 -0.21
S -2.756 -0.036 -0.177 -0.25
```

***

Version 2
Entry from the OMol25 dataset: an isolated molecule of C4H3FO2S (ωB97M-V/def2-TZVPD).

Output
SMILES: Oc1cc(F)oc1S
frontier orbital gap: 9.238 eV
HOMO level: -0.32095 Ha

```
11
Properties=species:S:1:pos:R:3:mulliken_charge:R:1
C -0.236 -0.519 0.488 1.08
C -0.931 -0.865 -0.726 -0.63
C -0.389 -0.052 -1.651 0.29
C 0.657 0.468 0.190 -0.19
H 0.160 -0.752 2.320 0.30
H -1.716 -1.621 -0.873 0.39
H 1.153 2.363 1.506 0.15
O -0.466 -1.113 1.672 -0.53
O 0.556 0.759 -1.169 -0.32
F -0.634 0.082 -2.927 -0.25
S 1.845 1.248 1.170 -0.28
```

***

Which of them is most stable, and which least? Most stable: version 2; least stable: version 1.

***

Version 1
Entry from the OMol25 dataset: an isolated molecule of C2H4ClF2N (ωB97M-V/def2-TZVPD).

Output
SMILES: NCC(F)(F)Cl
frontier orbital gap: 11.113 eV
HOMO level: -0.38053 Ha

```
10
Properties=species:S:1:pos:R:3:mulliken_charge:R:1
C -0.171 -0.508 -0.260 -0.52
C 0.842 0.615 0.063 0.63
H -1.585 0.153 1.020 0.17
H -1.974 -0.458 -0.426 0.25
H -0.180 -0.853 -1.385 0.34
H 0.225 -1.454 0.291 0.30
N -1.371 0.145 0.130 -0.52
F 0.839 0.878 1.395 -0.22
F 0.794 1.570 -0.836 -0.18
Cl 2.581 -0.089 0.007 -0.24
```

***

Version 2
Entry from the OMol25 dataset: an isolated molecule of C2H4ClF2N (ωB97M-V/def2-TZVPD).

Output
SMILES: NCC(F)(F)Cl
frontier orbital gap: 11.067 eV
HOMO level: -0.37655 Ha

```
10
Properties=species:S:1:pos:R:3:mulliken_charge:R:1
C -1.090 0.718 0.385 -0.72
C 0.044 -0.241 0.388 0.69
H -0.643 1.830 -1.211 0.27
H 0.037 2.390 0.091 0.26
H -1.943 0.261 -0.098 0.38
H -1.351 0.837 1.442 0.33
N -0.805 1.984 -0.261 -0.58
F -0.275 -1.340 1.080 -0.22
F 1.090 0.365 1.006 -0.23
Cl 0.498 -0.782 -1.283 -0.18
```

***

Which of them is most stable, and which least? Most stable: version 2; least stable: version 1.

***

Version 1
Entry from the OMol25 dataset: an isolated molecule of CH5NO (ωB97M-V/def2-TZVPD).

Output
SMILES: CON
frontier orbital gap: 11.046 eV
HOMO level: -0.36234 Ha

```
8
Properties=species:S:1:pos:R:3:mulliken_charge:R:1
C -1.039 -0.084 0.000 -0.45
N 1.293 -0.119 0.001 -0.51
O 0.126 0.710 0.000 -0.23
H 1.827 0.146 -0.825 0.24
H 1.830 0.153 0.823 0.24
H -1.085 -0.716 -0.891 0.24
H -1.866 0.623 0.000 0.23
H -1.086 -0.714 0.893 0.24
```

***

Version 2
Entry from the OMol25 dataset: a cluster of 2 separate species, CH5NO in total (ωB97M-V/def2-TZVPD).

Output
frontier orbital gap (spin up / spin down): 10.059 / 8.773 eV
HOMO level (spin up / spin down): -0.38394 / -0.36940 Ha

```
8
Properties=species:S:1:pos:R:3:mulliken_charge:R:1
C -1.013 -0.061 -0.438 -0.46
N 2.000 0.072 0.400 -0.46
O -0.593 0.560 0.665 -0.33
H -1.111 -1.241 -0.329 0.21
H -0.492 0.101 -1.409 0.24
H -2.023 0.151 -0.460 0.33
H 1.561 -0.189 1.356 0.25
H 2.631 0.949 0.354 0.22
```

***

Which of them is most stable, and which least? Most stable: version 1; least stable: version 2.

***

Version 1
Entry from the OMol25 dataset: an isolated molecule of C21H29NO4 (ωB97M-V/def2-TZVPD).

Output
SMILES: COc1ccc(CN(CC[C@H](c2ccco2)C(C)C)C(C)=O)cc1OC
frontier orbital gap: 8.704 eV
HOMO level: -0.29284 Ha

```
55
Properties=species:S:1:pos:R:3:mulliken_charge:R:1
C -6.136 -1.222 1.750 -0.71
H -6.713 -0.737 0.959 0.28
O -5.045 -1.946 1.229 -0.48
C -4.092 -1.345 0.460 0.45
C -3.173 -2.233 -0.092 -0.74
C -2.131 -1.804 -0.890 -0.50
C -1.990 -0.455 -1.167 -0.08
C -2.898 0.442 -0.619 -0.42
C -3.945 0.030 0.192 1.27
O -4.843 0.908 0.748 -0.47
C -4.718 2.277 0.449 -0.92
H -5.537 2.763 0.977 0.25
H -3.766 2.684 0.804 0.34
H -4.815 2.467 -0.624 0.36
H -2.764 1.487 -0.846 0.56
C -0.855 0.080 -1.996 -1.76
N 0.086 0.827 -1.170 0.58
C 0.098 2.178 -1.249 1.08
O -0.670 2.785 -1.975 -0.68
C 1.110 2.904 -0.388 -1.25
H 1.079 3.958 -0.652 0.38
H 2.115 2.524 -0.548 0.22
H 0.857 2.803 0.666 0.31
C 0.925 0.039 -0.299 -1.28
H 0.339 -0.819 0.045 0.01
H 1.199 0.622 0.580 0.56
C 2.193 -0.456 -1.008 -0.46
H 2.679 0.381 -1.513 0.03
H 1.913 -1.188 -1.764 0.35
C 3.182 -1.080 -0.013 0.96
C 3.595 -0.036 0.977 -0.47
C 3.483 0.024 2.335 -0.62
C 4.041 1.266 2.728 -0.44
C 4.449 1.869 1.582 -0.71
O 4.183 1.091 0.517 -0.30
H 4.922 2.812 1.393 0.51
H 4.123 1.649 3.725 0.49
H 3.058 -0.722 2.975 0.52
H 2.677 -1.879 0.540 0.52
C 4.428 -1.671 -0.710 0.38
C 5.402 -2.216 0.335 -1.48
H 5.717 -1.435 1.023 0.34
H 6.287 -2.621 -0.150 0.45
H 4.932 -3.010 0.912 0.33
C 4.059 -2.786 -1.686 -1.59
H 4.963 -3.266 -2.055 0.47
H 3.512 -2.407 -2.544 0.34
H 3.453 -3.541 -1.189 0.35
H 4.921 -0.864 -1.261 0.30
H -1.231 0.778 -2.748 0.57
H -0.323 -0.735 -2.493 0.38
H -1.440 -2.524 -1.304 0.42
H -3.307 -3.280 0.130 0.42
H -5.817 -0.472 2.476 0.24
H -6.758 -1.967 2.247 0.30
```

***

Version 2
Entry from the OMol25 dataset: an isolated molecule of C21H29NO4 (ωB97M-V/def2-TZVPD).

Output
SMILES: COCc1ccc(CN2CCC[C@](CO)(Cc3cccc(OC)c3)C2)o1
frontier orbital gap: 9.119 eV
HOMO level: -0.31181 Ha

```
55
Properties=species:S:1:pos:R:3:mulliken_charge:R:1
C -3.905 -1.006 -3.832 -0.52
H -3.736 -2.035 -4.173 0.29
O -3.541 -0.076 -4.822 -0.36
C -2.195 -0.193 -5.238 -0.85
C -1.210 0.121 -4.157 0.39
C -0.849 1.299 -3.571 -0.92
C 0.101 0.971 -2.575 0.32
C 0.259 -0.385 -2.622 0.23
O -0.543 -0.903 -3.578 -0.26
C 1.055 -1.329 -1.774 -1.57
N 0.385 -1.739 -0.549 0.34
C 0.193 -0.653 0.390 -2.04
H -0.579 0.054 0.033 0.42
C -0.221 -1.188 1.767 2.33
C -1.483 -2.049 1.609 -1.33
C -1.319 -3.098 0.515 -0.98
C -0.861 -2.444 -0.783 -0.41
H -1.652 -1.763 -1.147 0.13
H -0.690 -3.204 -1.548 0.52
H -2.269 -3.610 0.350 0.48
H -0.583 -3.839 0.823 0.35
H -1.705 -2.543 2.557 0.38
H -2.325 -1.398 1.359 0.47
C 0.942 -2.031 2.326 -1.50
O 0.621 -2.747 3.492 -0.60
H 0.430 -2.114 4.192 0.40
H 1.227 -2.778 1.583 0.54
H 1.807 -1.376 2.498 0.42
C -0.556 -0.011 2.718 -1.78
C 0.606 0.892 3.023 0.29
C 1.392 0.693 4.148 -0.61
C 2.474 1.520 4.403 -0.72
C 2.782 2.552 3.544 -0.68
C 1.992 2.777 2.416 0.62
C 0.906 1.947 2.167 -0.01
H 0.272 2.115 1.311 0.42
O 2.366 3.826 1.630 -0.46
C 1.622 4.097 0.468 -0.71
H 2.103 4.957 0.004 0.27
H 0.582 4.347 0.702 0.32
H 1.646 3.252 -0.229 0.21
H 3.621 3.206 3.724 0.45
H 3.081 1.356 5.282 0.38
H 1.159 -0.102 4.842 0.30
H -1.356 0.575 2.259 0.56
H -0.949 -0.425 3.650 0.67
H 1.138 -0.113 0.481 0.66
H 2.002 -0.861 -1.495 0.44
H 1.264 -2.232 -2.354 0.45
H 0.610 1.652 -1.924 0.65
H -1.217 2.274 -3.820 0.53
H -2.091 0.518 -6.062 0.33
H -1.997 -1.212 -5.604 0.35
H -4.966 -0.854 -3.643 0.28
H -3.346 -0.848 -2.903 0.12
```

***

Which of them is most stable, and which least? Most stable: version 1; least stable: version 2.